1.
Below is a single C6H12NOP molecule in a non-equilibrium geometry, with properties calculated with ωB97M-V with the def2-TZVPD basis set.

Last column: Mulliken charge in e.
Element x y z (Å)
1 C -0.1796 2.1714 0.4426  -1.4990
2 C -0.2156 0.7873 -0.2409  0.1503
3 C -1.6224 0.1936 -0.4804  -0.6877
4 C -1.3640 -1.2625 -0.7085  -0.6413
5 C -0.4857 -1.6012 0.4925  -0.9068
6 C 0.5118 -0.3857 0.5335  -0.0357
7 N 1.8539 -0.6124 -0.0746  -0.0866
8 P 3.2295 0.2931 0.0111  0.1159
9 O 4.2209 -0.2409 -0.9119  -0.5104
10 H -0.5558 2.0072 1.4116  0.4315
11 H -0.8067 2.8635 -0.0884  0.3862
12 H 0.8609 2.5756 0.7040  0.2829
13 H 0.2078 0.9031 -1.2552  0.2924
14 H -2.0502 0.9099 -1.3950  0.3104
15 H -2.1620 0.1963 0.4295  0.3194
16 H -2.2877 -1.7739 -0.8348  0.4016
17 H -0.7173 -1.3596 -1.5564  0.2698
18 H -0.8799 -1.4468 1.5993  0.2512
19 H -0.0861 -2.5772 0.6737  0.5125
20 H 0.5900 -0.0673 1.5652  0.3103
21 H 1.9381 -1.5735 -0.3169  0.3331

max |F| = 3.99 eV/Å
SMILES = C[C@@H]1CCC[C@H]1NP=O
energy above the lowest of the compared OMol25 structures with the same formula, charge and spin = 0.021 eV
frontier orbital gap = 10.08 eV
calculated total energy = -19242.618 eV

=====

2.
Below is 2 unconnected molecules or ions with the total composition CH2S3 in a non-equilibrium geometry, with properties calculated with ωB97M-V with the def2-TZVPD basis set.

Last column: Mulliken charge in e.
Element x y z (Å)
1 C 2.3352 1.9384 -0.3382  0.4770
2 S 1.5370 2.8347 -1.3163  -0.2420
3 S 3.1818 1.2032 0.7408  -0.2128
4 S 0.5846 -0.7633 -0.1523  -0.3565
5 H -0.1106 -0.1011 -0.9913  0.1468
6 H -0.2832 -0.3750 0.9279  0.1875

max |F| = 2.97 eV/Å
energy above the lowest of the compared OMol25 structures with the same formula, charge and spin = 0.340 eV
frontier orbital gap = 9.21 eV
calculated total energy = -33574.496 eV

=====

3.
Below is a single C19H25N5O4S molecule in a non-equilibrium geometry, with properties calculated with ωB97M-V with the def2-TZVPD basis set.

Last column: Mulliken charge in e.
Element x y z (Å)
1 C 4.1173 3.2686 0.1765  -0.5285
2 C 5.2348 2.3225 -0.2537  -0.4865
3 O 5.1665 1.0714 0.4027  -0.4798
4 C 4.1996 0.1819 0.0570  0.4277
5 C 3.3950 0.2586 -1.0762  0.0392
6 C 2.4455 -0.7175 -1.3184  -0.9028
7 C 2.2702 -1.7794 -0.4383  0.4198
8 N 1.2325 -2.6865 -0.7065  -0.0910
9 C 0.6380 -3.5493 0.1479  0.5861
10 O 1.0162 -3.8362 1.2613  -0.6352
11 C -0.6818 -4.0904 -0.4340  -1.0513
12 C -1.5513 -2.9016 -0.5853  0.6451
13 N -1.6583 -2.1836 -1.6682  -0.9102
14 N -2.3949 -1.0953 -1.3824  -0.2937
15 C -2.7156 -1.1596 -0.1155  0.5037
16 S -3.6069 0.0317 0.7801  -0.2295
17 C -3.9218 1.2619 -0.5360  -0.8884
18 C -3.2494 2.5872 -0.2048  1.0018
19 O -3.9004 3.4919 0.2827  -0.6843
20 N -1.9352 2.7187 -0.4819  0.0755
21 C -1.0144 1.7192 -0.9746  -0.9812
22 C -0.0155 1.3877 0.1416  0.3751
23 O 0.6858 2.5437 0.5384  -0.3012
24 C -0.1994 3.5369 1.0105  -0.5151
25 C -1.2355 3.9164 -0.0534  -0.8555
26 N -2.2029 -2.2893 0.4522  0.2192
27 C -2.2966 -2.7221 1.8179  -0.8465
28 C 3.0935 -1.8769 0.6797  -0.4391
29 C 4.0434 -0.9077 0.9170  -0.7802
30 H 3.1376 2.8418 -0.0264  -0.0355
31 H 4.2129 4.2125 -0.3536  0.3767
32 H 4.1869 3.4559 1.2449  0.2786
33 H 6.2053 2.7290 0.0449  0.3237
34 H 5.2413 2.1913 -1.3428  0.3022
35 H 3.4863 1.0737 -1.7759  0.2937
36 H 1.8215 -0.6461 -2.1991  0.3195
37 H 0.7412 -2.5129 -1.5768  0.2870
38 H -0.5142 -4.5457 -1.4090  0.3916
39 H -1.1051 -4.8209 0.2541  0.3254
40 H -4.9983 1.4334 -0.5345  0.4296
41 H -3.6039 0.8132 -1.4735  0.4893
42 H -1.5212 0.8187 -1.3158  0.4432
43 H -0.4642 2.1521 -1.8185  0.2288
44 H 0.7356 0.6750 -0.2026  -0.4821
45 H -0.5549 0.9613 1.0020  0.3490
46 H 0.4185 4.3970 1.2715  0.3704
47 H -0.7204 3.1752 1.9097  0.3007
48 H -1.9664 4.6165 0.3517  0.4653
49 H -0.7336 4.3614 -0.9188  0.2811
50 H -3.0103 -3.5438 1.9088  0.3014
51 H -1.3175 -3.0537 2.1656  0.3338
52 H -2.6377 -1.8870 2.4278  0.3163
53 H 2.9730 -2.7000 1.3635  0.4891
54 H 4.6832 -0.9684 1.7827  0.4282

max |F| = 1.18 eV/Å
SMILES = CCOc1ccc(NC(=O)Cc2nnc(SCC(=O)N3CCOCC3)n2C)cc1
energy above the lowest of the compared OMol25 structures with the same formula, charge and spin = 0.113 eV
frontier orbital gap = 8.61 eV
calculated total energy = -46584.805 eV

=====

4.
Below is 8 unconnected molecules or ions with the total composition C41H56FN10O2 in a non-equilibrium geometry, with properties calculated with ωB97M-V with the def2-TZVPD basis set.

Last column: Mulliken charge in e.
Element x y z (Å)
1 C -1.7749 1.0210 1.3286  -0.4444
2 C -0.5794 0.1942 0.9811  -0.0847
3 N -0.6500 -0.8100 -0.1819  0.2879
4 C -0.4966 -0.3751 -1.4756  0.1499
5 N -0.2477 0.9929 -2.0746  0.1141
6 O 0.6980 1.7680 -1.5165  -0.0290
7 C 0.3057 3.2090 -1.6692  0.0555
8 C 1.2740 4.1607 -0.7406  -0.6578
9 C 2.6452 3.4264 -0.2103  -0.4170
10 C 2.4885 2.8412 1.3480  -0.6297
11 C 0.3904 0.8011 -3.4669  -0.4338
12 C 0.6459 -0.8520 -3.4833  -0.3258
13 C 0.9171 -1.5692 -4.9347  0.3145
14 C 2.5435 -1.5602 -5.2988  0.5611
15 O 3.4829 -1.7939 -4.3535  -0.4903
16 F 3.0394 -1.2911 -6.6842  -0.2592
17 N -0.5881 -1.2499 -2.7052  0.0355
18 C -0.8807 -2.7201 -2.5235  -0.1980
19 C -0.0595 -3.7131 -1.7807  -0.5720
20 H -1.8676 2.0746 0.8215  0.2176
21 H -2.6093 0.5906 2.0540  0.2864
22 H 0.4169 0.2919 1.6270  -0.0646
23 H -0.8207 -1.8121 0.1132  -0.1100
24 H 0.4153 3.5891 -2.7784  -0.0137
25 H -0.8025 3.4124 -1.3181  0.2152
26 H 0.7076 4.6408 0.1869  0.3169
27 H 1.6135 5.0876 -1.4101  0.3112
28 H 3.4672 4.2865 -0.1247  0.3773
29 H 3.0935 2.6302 -0.9423  0.2290
30 H 2.8198 3.6416 2.1499  0.3559
31 H 3.1756 1.8720 1.4114  0.1521
32 H 1.3700 2.5690 1.5821  0.0114
33 H 1.4410 1.3534 -3.5041  0.3102
34 H -0.4226 1.0912 -4.2676  0.2361
35 H 1.5145 -1.0711 -2.6955  0.3683
36 H 0.5748 -2.6865 -5.0050  -0.2155
37 H 0.3723 -0.9582 -5.7773  0.3226
38 H -1.8819 -3.1248 -3.0302  0.2807
39 H 0.1192 -4.7625 -2.3185  0.1313
40 H 0.3608 -3.5638 -0.6983  0.2012
41 N 2.9765 -0.7372 3.0960  0.1528
42 C 4.0754 -1.2494 3.7353  -0.4966
43 C 4.0147 -0.8687 5.0572  -0.8291
44 C 2.8346 -0.1050 5.2223  0.0309
45 C 2.2113 -0.0422 3.9961  -0.4150
46 H 2.7630 -0.8545 2.1140  0.1522
47 H 4.8054 -1.8380 3.1958  0.4049
48 H 4.7413 -1.1155 5.8205  0.3966
49 H 2.4774 0.3496 6.1373  0.3372
50 H 1.2920 0.4373 3.6876  0.2802
51 N -0.1806 -5.4405 -5.6520  0.1221
52 C 0.7772 -5.1525 -6.5891  -0.4071
53 C 0.3054 -5.5568 -7.8181  -0.6166
54 C -0.9848 -6.1024 -7.6158  -0.5358
55 C -1.2609 -6.0152 -6.2696  -0.4678
56 H -0.1029 -5.2568 -4.6601  0.1570
57 H 1.7106 -4.6873 -6.3018  0.4686
58 H 0.8330 -5.4672 -8.7588  0.4352
59 H -1.6420 -6.5139 -8.3709  0.4227
60 H -2.1308 -6.3133 -5.6997  0.4186
61 N -1.5792 1.9302 8.6529  -0.0055
62 C -0.3473 2.4740 8.9082  -0.8216
63 C 0.4794 2.1713 7.8493  -0.4547
64 C -0.2825 1.4237 6.9199  0.3401
65 C -1.5506 1.2922 7.4401  -0.8781
66 H -2.3837 1.9909 9.2633  0.2253
67 H -0.1644 3.0269 9.8199  0.6246
68 H 1.5185 2.4591 7.7558  0.4152
69 H 0.0571 1.0248 5.9728  0.1937
70 H -2.4323 0.7995 7.0526  0.3571
71 N -0.3742 4.3773 -6.9867  0.0249
72 C 0.5544 4.2535 -5.9862  -0.4281
73 C 0.9891 5.5162 -5.6503  -0.4300
74 C 0.2937 6.4342 -6.4731  -0.4723
75 C -0.5435 5.7040 -7.2865  -0.4808
76 H -0.8593 3.6098 -7.4332  0.1957
77 H 0.8269 3.2800 -5.6011  0.3996
78 H 1.7263 5.7509 -4.8935  0.4297
79 H 0.3926 7.5121 -6.4719  0.3936
80 H -1.2424 6.0139 -8.0519  0.3675
81 N -3.6521 -0.4996 -7.7573  0.0413
82 C -2.9665 0.0292 -6.6948  -1.1510
83 C -2.6757 -0.9963 -5.8230  0.5044
84 C -3.1992 -2.1864 -6.3823  -0.7798
85 C -3.7941 -1.8510 -7.5779  -0.5942
86 H -3.9982 0.0251 -8.5501  0.1982
87 H -2.7462 1.0874 -6.6494  0.4512
88 H -2.1429 -0.8980 -4.8861  0.5646
89 H -3.1472 -3.1811 -5.9588  0.3702
90 H -4.3061 -2.4565 -8.3138  0.4031
91 N -3.3806 -4.4813 2.0644  0.0208
92 C -4.6744 -4.2214 1.6943  -0.4227
93 C -4.6484 -3.2867 0.6835  -1.1746
94 C -3.2908 -2.9763 0.4310  0.5073
95 C -2.5296 -3.7304 1.2959  -0.7294
96 H -3.0979 -5.1268 2.7904  0.2070
97 H -5.5007 -4.7213 2.1817  0.3900
98 H -5.5137 -2.8739 0.1812  0.3970
99 H -2.9094 -2.2783 -0.3031  0.5950
100 H -1.4582 -3.7958 1.4307  0.2835
101 N 1.0796 1.6050 12.2538  0.0741
102 C 1.6059 2.8420 12.5213  -0.2362
103 C 2.5363 2.7004 13.5265  -0.5472
104 C 2.5768 1.3288 13.8734  -0.3739
105 C 1.6695 0.6752 13.0700  -0.5147
106 H 0.3681 1.4089 11.5618  0.1776
107 H 1.2731 3.7149 11.9759  0.3297
108 H 3.1234 3.4985 13.9620  0.3730
109 H 3.2011 0.8674 14.6277  0.3817
110 H 1.3929 -0.3690 13.0102  0.3504

max |F| = 9.94 eV/Å
charge = +1
energy above the lowest of the compared OMol25 structures with the same formula, charge and spin = 11.088 eV
frontier orbital gap = 4.31 eV
calculated total energy = -65114.260 eV